1.
This record from OMol25 describes a structure of composition C8H13N2Re at a distorted geometry. The level of theory is ωB97M-V/def2-TZVPD.

total energy: -13605.7066 eV
charge: +1
expectation value of S²: 3.7979
maximum force: 5.43 eV/A
energy relative to the best compared isomer or geometry (same formula, charge and spin): 0.0 kJ/mol
2S+1: 4
Kohn-Sham gap (spin up / spin down): 6.62 / 6.51 eV
E_HOMO (spin up / spin down): -10.874 / -11.131 eV

Geometry as XYZ:
```
24
Properties=species:S:1:pos:R:3:forces:R:3:nbo_charge:R:1
C -2.696763 -2.380275 -4.059385 0.4654 -1.0675 0.3065 -0.850
Re -0.271625 1.415064 -1.886374 -0.6144 0.8674 -0.4324 0.817
N 0.588176 1.074091 -3.676543 1.1709 0.0701 -3.1215 -1.095
H -1.861019 1.684089 -2.041990 -0.3322 0.0669 0.1937 -0.094
H -3.351194 -1.620402 -4.399386 -0.5682 0.9362 -0.1959 0.215
H -3.267793 -3.056245 -3.411554 0.1840 0.1177 -0.1839 0.227
H -1.861641 -1.973766 -3.472244 -0.1798 -0.0672 -0.3111 0.188
H -2.355169 -2.934736 -4.943350 0.1234 0.1086 0.3944 0.220
H 1.478189 0.570686 -3.617420 -0.0343 0.1179 0.1439 0.425
H 0.788722 1.917535 -4.220284 0.0394 -0.1113 -0.2224 0.424
H -0.001604 0.495493 -4.277954 -0.0962 -0.0288 -0.0320 0.437
N 0.037913 0.471738 -0.345851 -0.0653 -1.9366 5.0706 -0.551
C 0.314371 -0.025552 0.701899 -0.0631 1.3239 -1.6193 0.500
C 0.672382 0.105452 2.072732 0.2083 -0.5449 1.0209 -0.233
C 0.847238 -0.977323 2.971137 0.0509 0.4428 -0.3240 -0.130
C 1.246087 -0.707456 4.282484 -0.0517 -0.2712 -0.0603 -0.207
C 1.475425 0.606541 4.711397 -0.1574 0.0913 -0.3773 -0.144
C 1.285617 1.676974 3.824505 -0.0614 -0.4286 -0.1694 -0.196
C 0.882556 1.429350 2.515693 0.0319 0.1539 -0.0256 -0.138
H 0.676333 -1.994791 2.605002 0.1008 0.3797 0.3217 0.238
H 1.386823 -1.540394 4.983360 -0.0757 0.4209 -0.3685 0.241
H 1.796776 0.805151 5.736936 -0.1212 -0.1273 -0.3727 0.239
H 1.450647 2.703780 4.136863 -0.0109 -0.1964 0.0278 0.238
H 0.739545 2.255004 1.810321 0.0569 -0.3173 0.3369 0.227
```
Forces are in eV/Å.

***

2.
This record from OMol25 describes the molecule C2H4N2S4 at a distorted geometry. The level of theory is ωB97M-V/def2-TZVPD.

total energy: -48456.1642 eV
charge: 0
expectation value of S²: 2.0588
maximum force: 4.34 eV/A
2S+1: 3
Kohn-Sham gap (spin up / spin down): 7.56 / 7.52 eV
E_HOMO (spin up / spin down): -8.283 / -8.876 eV

Geometry as XYZ:
```
12
Properties=species:S:1:pos:R:3:forces:R:3:nbo_charge:R:1
C 2.881973 -1.436276 -0.972360 0.3911 -1.1832 1.3247 -0.255
C -1.539485 0.691471 -0.218818 0.2985 3.5557 1.1864 -0.709
N 4.553898 -0.224632 -2.093486 1.3690 1.6933 -1.5476 0.057
N 4.200268 -1.019152 -1.216768 -3.8169 -1.6805 1.1970 -0.411
S 2.574571 -2.648729 0.160310 0.5656 0.9712 -0.8646 -0.028
S 1.603493 -0.657333 -1.837172 -0.7577 0.8179 -0.2189 0.165
S -0.067121 0.707669 0.874531 0.4864 0.2717 -1.5202 0.121
S 1.336341 1.047302 -0.664301 -0.1284 0.0183 0.4609 -0.024
H -1.258109 0.106613 -1.001300 0.3864 -1.6692 -2.3324 0.217
H -1.970468 1.692756 -0.565464 1.0867 -1.1858 0.5707 0.223
H -2.254060 0.236570 0.366100 -1.8326 -1.2181 1.0854 0.216
H 4.729601 -1.519280 -0.544832 1.9519 -0.3912 0.6585 0.430
```
Forces are in eV/Å.

***

3.
This record from OMol25 describes the ion C12H20N with charge +1 at a distorted geometry. The level of theory is ωB97M-V/def2-TZVPD.

total energy: -14247.8723 eV
charge: +1
maximum force: 4.40 eV/A
energy relative to the best compared isomer or geometry (same formula, charge and spin): 380.1 kJ/mol
2S+1: 1
Kohn-Sham gap: 6.81 eV
E_HOMO: -12.487 eV

Geometry as XYZ:
```
33
Properties=species:S:1:pos:R:3:forces:R:3:nbo_charge:R:1
C -1.688504 -2.407334 0.581188 0.3011 0.5453 -0.4988 0.022
C -0.397822 -2.118240 0.823618 -1.0867 0.6109 -1.7153 -0.269
C -0.806618 0.107764 -0.154378 -0.2223 0.5466 -1.7254 -0.219
C -1.994023 -0.551895 -0.827261 -1.0561 -2.3979 0.4151 0.336
C 0.334343 -1.043286 -0.019801 -2.1293 -0.2335 0.7640 -0.405
C 1.619330 -0.570240 0.473634 -1.5056 -0.6136 -3.2835 0.573
C -2.685746 0.116192 -2.004814 1.6694 -1.5469 -0.4816 -0.660
C 2.023571 -0.936532 1.764332 4.2887 -0.0309 0.9905 -0.758
C -1.678309 1.968553 1.183469 2.5070 3.3961 -0.4720 -0.599
C 2.004942 0.305451 -1.968061 -0.9673 0.2341 2.7313 -0.597
C -1.140650 0.602939 1.233026 1.6360 0.2428 -0.4352 -0.413
C 2.419578 0.146929 -0.511035 2.8815 2.0198 1.9253 -0.538
N -2.405592 -1.719758 -0.448248 0.2465 0.2252 0.1811 -0.439
H -2.185222 -3.250452 1.124522 0.2523 1.0772 -0.6951 0.238
H 0.058589 -2.705028 1.552899 1.0563 -0.7634 0.9281 0.215
H -0.686363 0.950576 -0.918873 1.2369 -0.8427 1.5077 0.250
H 0.415452 -1.351743 -1.061718 0.3581 -0.3325 -0.1277 0.302
H -1.815682 0.540312 -2.630134 -1.6973 -0.8778 0.1530 0.219
H -3.210087 0.948861 -1.656662 -0.9180 1.5774 0.6050 0.236
H -3.454100 -0.592496 -2.460539 1.5171 0.9447 0.2157 0.273
H 3.199901 -0.915889 1.818154 -2.2441 -0.1484 0.2077 0.272
H 1.601153 -1.835099 2.166189 -0.0616 -0.4025 -0.0202 0.285
H 1.699363 -0.153463 2.411180 -0.3360 0.9537 0.8881 0.317
H -2.352303 2.137122 0.387469 -0.4710 -0.0006 -1.4946 0.212
H -0.782888 2.803377 1.077392 -2.3409 -2.0246 0.2314 0.201
H -2.307700 2.261355 1.970620 -0.2985 0.2326 1.7576 0.237
H 2.811260 0.781784 -2.399297 1.7405 0.4381 -1.5631 0.244
H 1.173316 0.989735 -2.084917 -0.4086 -0.3393 -0.0519 0.226
H 1.821354 -0.699997 -2.218565 -0.2627 -0.8959 -1.6390 0.218
H -1.812618 -0.063184 1.702608 -0.4994 -0.7664 0.6763 0.238
H -0.152308 0.587304 1.713534 -0.7027 0.1784 0.7484 0.176
H 2.567329 1.182698 0.003977 -0.3589 -1.1047 -0.5707 0.310
H 3.559383 -0.149251 -0.413092 -2.1242 0.0986 -0.1522 0.296
```
Forces are in eV/Å.

***

4.
This record from OMol25 describes a structure of composition C17H16Cl2N4O8Os. The level of theory is ωB97M-V/def2-TZVPD.

total energy: -67719.1279 eV
charge: +2
maximum force: 0.38 eV/A
energy relative to the best compared isomer or geometry (same formula, charge and spin): 0.0 kJ/mol
2S+1: 1
Kohn-Sham gap (spin up / spin down): 5.85 / 5.85 eV
E_HOMO (spin up / spin down): -15.242 / -15.241 eV

Geometry as XYZ:
```
48
Properties=species:S:1:pos:R:3:forces:R:3:lowdin_charge:R:1
Os -0.918500 -0.958172 -0.430309 0.0128 0.0873 0.0873 1.688
N -2.994733 -1.486668 -0.283031 0.0887 0.0365 0.0155 -0.084
C -3.923132 -0.373262 0.123549 0.0611 -0.0500 -0.0236 -0.184
C -4.060423 0.652916 -0.984631 -0.0481 -0.0197 -0.0405 -0.167
C -2.809234 1.466206 -1.247238 0.1018 -0.0058 -0.0178 -0.192
N -1.683922 0.599538 -1.721698 0.0041 0.0996 0.0909 -0.082
H -3.351802 -1.897300 -1.146273 -0.0063 0.0052 -0.0080 0.124
H -3.059756 -2.227970 0.416133 -0.0123 -0.0041 -0.0009 0.122
H -3.521772 0.066410 1.038854 -0.0042 0.0308 -0.0022 0.131
H -4.890696 -0.811433 0.364252 -0.0082 -0.0033 -0.0126 0.138
H -4.867756 1.337392 -0.721869 0.0279 0.0122 0.0441 0.141
H -4.390066 0.158287 -1.906160 -0.0003 0.0096 0.0087 0.132
H -2.465702 1.972930 -0.343096 -0.0340 -0.0017 0.0182 0.120
H -2.999105 2.237335 -1.993099 -0.0159 -0.0102 -0.0120 0.141
H -0.878473 1.200396 -1.901347 0.0149 -0.0013 -0.0354 0.107
H -1.915626 0.211967 -2.637104 -0.0449 -0.0704 0.0304 0.122
Cl 3.292429 -6.673959 -1.043685 -0.0329 0.0426 -0.0173 0.801
C 2.198812 -5.431182 -0.617276 0.0189 -0.0217 0.0137 -0.628
C 1.864191 -5.252466 0.733094 0.0312 -0.0248 -0.0557 -0.037
C 0.978821 -4.270128 1.128860 -0.0367 0.0570 -0.0471 -0.566
Cl 0.577501 -4.076516 2.777550 -0.0064 0.0084 0.0086 0.825
C 0.429537 -3.407978 0.172515 0.0215 -0.0718 0.1907 -0.296
O -0.411241 -2.460286 0.588309 -0.1076 -0.0193 -0.1533 -0.212
C 0.757297 -3.588962 -1.198592 0.0602 -0.1166 -0.0994 -0.110
C 0.151878 -2.860702 -2.237628 -0.1806 0.1940 -0.0698 -0.054
O -0.655384 -1.874113 -2.137548 0.1466 -0.2200 0.1009 -0.132
C 1.640973 -4.624049 -1.578730 0.0182 -0.0220 0.0145 -0.007
H 2.307285 -5.900598 1.478510 -0.0124 0.0096 0.0138 0.134
H 0.332301 -3.150535 -3.271840 0.0600 -0.0689 0.0190 0.169
H 1.877699 -4.779594 -2.623356 -0.0096 0.0067 0.0068 0.137
O 1.972332 -0.579862 1.195101 -0.1085 -0.0014 0.0858 0.187
C 1.464344 0.354588 0.667677 0.3043 -0.0324 -0.2180 -0.435
O 0.600280 0.129717 -0.435658 -0.1898 0.1687 -0.0335 -0.241
C 1.693947 1.789608 0.916368 -0.1055 -0.0418 0.0977 -0.105
C 2.794993 2.192153 1.668235 0.0088 0.0115 0.0153 0.109
C 2.956078 3.540610 1.911193 0.0223 -0.0008 0.0322 -0.075
C 2.067738 4.503596 1.465333 -0.0218 -0.0050 0.0460 0.128
C 0.985163 4.057026 0.734108 0.0134 0.0482 -0.1221 -0.088
C 0.790016 2.727105 0.442852 0.0251 0.0414 -0.0146 0.062
N -0.024877 5.018201 0.234515 -0.1939 -0.0733 0.2865 -0.337
O 0.086156 6.164770 0.573662 0.0887 0.0389 -0.1193 0.154
O -0.928360 4.554146 -0.443668 0.0552 0.0196 -0.0750 0.062
N 4.136795 3.979488 2.701103 0.0437 0.0224 -0.0440 -0.343
O 4.198483 5.153649 2.973241 -0.0136 -0.0102 0.0016 0.130
O 4.937140 3.122331 2.996437 -0.0314 -0.0096 0.0209 0.118
H 3.516808 1.484708 2.052697 -0.0116 -0.0130 -0.0006 0.148
H 2.215975 5.550991 1.690057 0.0071 0.0000 -0.0082 0.149
H -0.074415 2.459653 -0.140351 -0.0003 -0.0308 -0.0182 0.097
```
Forces are in eV/Å.

***

5.
This record from OMol25 describes a structure of composition C4H4EuO5 at a distorted geometry. The level of theory is ωB97M-V/def2-TZVPD.

total energy: -33761.3018 eV
charge: +2
expectation value of S²: 15.7588
maximum force: 5.47 eV/A
energy relative to the best compared isomer or geometry (same formula, charge and spin): 0.0 kJ/mol
2S+1: 8
Kohn-Sham gap (spin up / spin down): 8.86 / 12.54 eV
E_HOMO (spin up / spin down): -17.725 / -21.245 eV

Geometry as XYZ:
```
14
Properties=species:S:1:pos:R:3:forces:R:3:nbo_charge:R:1
Eu -0.059806 0.072844 0.110126 0.2186 1.3988 0.6303 1.351
C -1.264810 -2.009061 1.193947 -2.1071 -3.4832 1.8597 0.446
O -1.802904 -2.896356 1.671454 1.7169 2.8058 -1.5201 -0.305
C 0.302388 -1.477339 -1.946378 0.6413 -3.3199 -4.3046 0.435
O 0.431843 -2.176416 -2.849130 -0.4822 2.6385 3.4027 -0.306
C 2.305383 -0.908543 1.024107 3.9962 -1.7426 1.5935 0.446
O 3.292148 -1.334057 1.424144 -3.5026 1.5191 -1.4213 -0.314
C -2.352348 0.702012 -1.182137 -4.1701 1.5902 -1.5459 0.448
O -3.364631 1.090893 -1.556643 3.6497 -1.4381 1.2763 -0.315
H 1.283167 2.224209 -0.997645 0.0289 -0.2237 -0.2779 0.030
H 1.337617 1.723860 -1.566030 0.0017 0.2537 0.2338 0.014
O -0.618459 1.673860 1.963020 0.2584 0.1057 0.5654 -1.013
H -1.282787 1.473586 2.664970 0.7255 0.5955 -0.4424 0.540
H -0.012546 2.388065 2.289061 -0.9751 -0.6996 -0.0495 0.543
```
Forces are in eV/Å.

***

6.
This record from OMol25 describes a cluster of 4 separate species, C9H12NO12 in total at a distorted geometry. The level of theory is ωB97M-V/def2-TZVPD.

total energy: -35583.2427 eV
charge: -1
maximum force: 7.98 eV/A
energy relative to the best compared isomer or geometry (same formula, charge and spin): 0.0 kJ/mol
2S+1: 1
Kohn-Sham gap: 7.87 eV
E_HOMO: -5.248 eV

Geometry as XYZ:
```
34
Properties=species:S:1:pos:R:3:forces:R:3:nbo_charge:R:1
N -1.105471 1.074706 0.498853 -3.7226 -6.3001 -3.1876 0.714
O -0.458471 1.849706 1.056853 4.0810 4.4868 2.7059 -0.486
O -2.329471 0.969706 0.674853 -0.9337 0.7197 0.3853 -0.554
O -0.611471 0.165706 -0.283147 0.8468 0.9799 0.2455 -0.653
C -2.357471 2.746706 -3.780147 1.7797 1.5521 -1.5943 -0.091
C -2.248471 2.398706 -2.300147 -1.6099 3.8216 -0.9447 -0.090
O -3.464471 1.771706 -2.116147 -1.0327 -2.7449 1.1814 -0.484
C -4.115471 1.424706 -3.277147 1.9807 2.6002 2.3820 0.980
O -5.072471 0.764706 -3.320147 -1.5754 -1.4409 -0.6103 -0.567
O -3.568471 2.176706 -4.222147 -0.4395 0.3240 -1.8974 -0.506
H -1.590471 2.160706 -4.301147 0.1520 0.6225 -0.2162 0.177
H -2.240471 3.904706 -4.072147 -0.6161 -2.6650 0.6332 0.183
H -2.338471 3.346706 -1.735147 0.5063 -0.5957 0.1372 0.180
H -1.315471 1.948706 -2.143147 0.7624 -1.5753 0.9765 0.213
C 3.061529 0.429706 1.665853 -1.8327 0.0023 -4.0039 -0.143
C 4.305529 1.211706 1.259853 -1.6592 -0.2624 -3.7405 -0.097
O 5.033529 0.193706 0.525853 1.6026 0.7300 0.4756 -0.505
C 4.394529 -0.968294 0.438853 -0.2995 -0.8396 -2.1429 0.971
O 4.732529 -1.888294 -0.278147 -0.0142 1.0012 1.4105 -0.607
O 3.240529 -0.888294 1.065853 -0.9493 0.2383 1.0532 -0.474
H 2.016529 0.783706 1.407853 1.3189 0.2129 -1.3406 0.247
H 2.776529 0.311706 2.605853 0.4767 -0.8225 4.9537 0.193
H 4.875529 1.527706 2.092853 0.6566 0.7717 0.4839 0.199
H 4.072529 1.973706 0.361853 0.5162 -1.0389 2.7550 0.210
C -1.472471 -2.669294 1.357853 -0.4173 -0.2876 -2.3636 -0.107
C -0.024471 -2.307294 1.485853 3.7845 4.0952 -0.9009 -0.127
O 0.513529 -3.175294 2.460853 4.6045 4.4754 -0.6338 -0.457
C -0.309471 -3.990294 2.827853 -2.3440 -6.6590 0.8577 0.965
O -0.021471 -5.045294 3.369853 -0.7671 0.9037 0.7557 -0.649
O -1.497471 -3.763294 2.287853 -2.6827 -0.2440 -0.4120 -0.504
H -1.792471 -2.978294 0.170853 0.7936 0.6818 3.6654 0.210
H -2.094471 -1.849294 1.734853 -0.1399 -0.3786 -0.4497 0.224
H 0.270529 -1.193294 1.804853 -1.3723 -2.2684 -0.4539 0.211
H 0.735529 -2.419294 0.672853 -1.4544 -0.0963 -0.1652 0.224
```
Forces are in eV/Å.